Formula: C6H7BrN2
Source: the OMol25 dataset
Level of theory: ωB97M-V/def2-TZVPD

Expectation value of S²: 2.045
Frontier orbital gap (spin up / spin down): 8.64 / 7.47 eV
LUMO energy (spin up / spin down): 0.926 / -0.787 eV
Energy relative to the best compared isomer or geometry (same formula, charge and spin): 33.2 kcal per mole
Strongest force on any atom: 2.2 eV/A
Highest occupied orbital energy (spin up / spin down): -7.72 / -8.26 eV

The geometry in ORCA input format:
```
! RIJCOSX wB97M-V def2-TZVPD def2/J DEFGRID3
* xyz 0 3
C 0.388 1.506 0.049
C 0.652 0.190 -0.299
C -2.433 0.076 -0.248
C -0.045 2.726 0.236
C 1.869 -0.092 -0.905
C 0.219 -2.087 0.590
N -1.571 -0.642 0.253
N -0.267 -0.768 0.185
Br -4.253 0.094 0.328
H 0.268 3.538 0.961
H -0.512 3.224 -0.669
H 2.423 -1.032 -1.127
H 2.358 0.691 -1.480
H -0.620 -2.731 1.018
H 0.513 -2.682 -0.237
H 1.011 -2.010 1.344
*
```

=====

Formula: C43H53LaN14O2S
Source: the OMol25 dataset
Level of theory: ωB97M-V/def2-TZVPD

Frontier orbital gap: 4.13 eV
LUMO energy: 3.745 eV
Energy relative to the best compared isomer or geometry (same formula, charge and spin): 12.9 kcal per mole
Strongest force on any atom: 2.1 eV/A
Highest occupied orbital energy: -0.38 eV

The geometry in ORCA input format:
```
! RIJCOSX wB97M-V def2-TZVPD def2/J DEFGRID3
* xyz -2 1
La -0.719 1.468 -0.301
C 2.846 -0.176 -3.702
C 3.054 0.877 -2.605
C 2.709 0.320 -1.214
N 2.016 1.267 -0.358
C 2.698 2.097 0.362
C 4.134 2.193 0.349
C 5.002 2.630 1.321
C 4.759 3.177 2.583
C 3.517 3.596 3.038
C 2.291 3.624 2.398
C 1.885 3.113 1.128
N 0.766 3.440 0.538
C 0.084 4.670 0.925
C -0.350 5.413 -0.340
C -1.460 4.746 -1.161
N -1.117 3.454 -1.747
C -0.641 3.416 -2.967
C -0.185 4.550 -3.694
C -0.058 4.762 -5.061
C -0.449 3.970 -6.124
C -0.959 2.671 -5.995
C -0.958 1.839 -4.907
C -0.482 2.048 -3.567
N -0.042 1.109 -2.784
C 0.242 -0.200 -3.383
C 1.448 -0.188 -4.334
H 3.067 -1.167 -3.289
H 3.571 -0.016 -4.504
H 2.422 1.746 -2.795
H 4.088 1.231 -2.615
H 3.617 -0.069 -0.737
H 2.049 -0.539 -1.339
H 4.602 1.801 -0.544
H 6.052 2.499 1.069
H 5.612 3.337 3.232
H 3.506 4.010 4.044
H 1.481 4.070 2.963
H 0.746 5.327 1.499
H -0.789 4.463 1.549
H 0.536 5.557 -0.966
H -0.711 6.405 -0.046
H -1.774 5.437 -1.951
H -2.324 4.596 -0.505
H 0.093 5.392 -3.072
H 0.349 5.735 -5.325
H -0.386 4.391 -7.120
H -1.367 2.230 -6.900
H -1.362 0.845 -5.065
H -0.638 -0.583 -3.900
H 0.417 -0.915 -2.574
H 1.350 0.677 -4.995
H 1.369 -1.074 -4.971
N -4.565 2.007 -0.542
C -3.940 2.642 0.515
N -4.523 3.614 1.191
N -3.634 3.915 2.167
N -2.593 3.171 2.078
N -2.742 2.322 1.018
C -3.956 1.139 -1.438
N -4.533 0.770 -2.565
N -3.656 -0.111 -3.103
N -2.629 -0.249 -2.342
N -2.782 0.543 -1.244
H -5.397 2.458 -0.882
O -2.347 -0.618 1.432
H -2.956 -1.176 0.937
H -2.816 0.213 1.595
C -1.188 -0.950 4.511
C 0.283 -0.901 4.914
C 1.058 0.267 4.311
S 1.485 0.264 2.563
O 0.164 0.345 1.811
C 2.109 -1.406 2.365
C 1.081 -2.426 1.899
C 1.010 -2.458 0.370
H -1.643 -1.893 4.819
H -1.325 -0.852 3.436
H -1.743 -0.136 4.986
H 0.773 -1.847 4.673
H 0.363 -0.793 6.000
H 2.029 0.410 4.796
H 0.500 1.203 4.417
H 2.570 -1.648 3.326
H 2.918 -1.313 1.634
H 0.084 -2.232 2.298
H 1.392 -3.407 2.267
H -0.875 -2.587 -0.234
H 1.970 -2.820 -0.009
H 0.922 -1.431 -0.005
N -0.095 -3.226 -0.186
C -0.555 -4.382 0.590
C 0.271 -5.493 0.838
C -0.229 -6.742 1.358
C 0.577 -7.826 1.613
C 1.956 -7.809 1.365
C 2.465 -6.648 0.799
C 1.674 -5.541 0.533
C -1.967 -4.332 0.898
C -2.528 -4.853 2.091
C -3.871 -4.732 2.390
C -4.756 -4.091 1.522
C -4.242 -3.573 0.342
C -2.893 -3.688 0.035
H -1.291 -6.853 1.519
H 0.114 -8.730 1.998
H 2.581 -8.670 1.562
H 3.520 -6.595 0.543
H 2.157 -4.699 0.065
H -1.867 -5.308 2.817
H -4.236 -5.126 3.333
H -5.806 -3.991 1.768
H -4.899 -3.079 -0.366
H -2.557 -3.315 -0.929
*
```

=====

Formula: C10H9Br2NOPt
Source: the OMol25 dataset
Level of theory: ωB97M-V/def2-TZVPD

Expectation value of S²: 2.047
Frontier orbital gap (spin up / spin down): 5.65 / 6.43 eV
LUMO energy (spin up / spin down): 0.008 / -2.578 eV
Energy relative to the best compared isomer or geometry (same formula, charge and spin): 16.7 kcal per mole
Strongest force on any atom: 3.5 eV/A
Highest occupied orbital energy (spin up / spin down): -5.65 / -9.01 eV

The geometry in ORCA input format:
```
! RIJCOSX wB97M-V def2-TZVPD def2/J DEFGRID3
* xyz 0 3
Pt -0.014 0.291 -2.273
C 0.276 -0.345 -4.085
H 1.381 -0.356 -4.316
H -0.317 -1.233 -3.889
H -0.299 0.265 -4.827
H -0.304 1.707 -3.162
H -0.500 1.957 -2.457
Br -0.345 -4.326 0.572
C -0.145 -2.576 1.149
C -0.149 -2.276 2.532
C -0.038 -0.954 2.974
Br 0.070 -0.648 4.911
C 0.009 0.130 2.041
C 0.070 1.486 2.412
C 0.110 2.414 1.417
C 0.090 2.059 0.082
N 0.003 0.783 -0.307
C -0.017 -0.201 0.642
C -0.041 -1.506 0.121
O 0.007 -1.552 -1.188
H -0.233 -3.070 3.272
H 0.076 1.745 3.474
H 0.162 3.454 1.650
H 0.147 2.751 -0.745
*
```

=====

Formula: C18H20ClN3O4
Source: the OMol25 dataset
Level of theory: ωB97M-V/def2-TZVPD

SMILES: CCOC(=O)C1CCN(c2cc(=O)n(-c3ccccc3Cl)c(=O)[nH]2)CC1
Frontier orbital gap: 8.89 eV
LUMO energy: 0.441 eV
Energy relative to the best compared isomer or geometry (same formula, charge and spin): 11.1 kcal per mole
Strongest force on any atom: 0.5 eV/A
Highest occupied orbital energy: -8.45 eV

The geometry in ORCA input format:
```
! RIJCOSX wB97M-V def2-TZVPD def2/J DEFGRID3
* xyz 0 1
C -6.394 2.280 0.304
C -6.081 1.008 1.077
O -4.702 0.645 0.945
C -4.354 -0.049 -0.137
O -5.115 -0.403 -0.997
C -2.869 -0.376 -0.106
C -2.679 -1.665 0.704
C -1.181 -1.947 0.882
N -0.447 -1.615 -0.328
C 0.742 -0.959 -0.287
C 1.242 -0.163 -1.278
C 2.542 0.427 -1.199
O 3.045 1.143 -2.038
N 3.257 0.125 -0.013
C 4.598 0.595 0.088
C 4.860 1.948 0.222
C 6.165 2.397 0.306
C 7.213 1.494 0.264
C 6.963 0.140 0.124
C 5.656 -0.307 0.027
Cl 5.339 -1.987 -0.187
C 2.783 -0.632 1.024
O 3.383 -0.838 2.052
N 1.514 -1.150 0.834
C -1.247 -1.662 -1.531
C -2.315 -0.563 -1.525
H -7.429 2.562 0.472
H -5.747 3.090 0.632
H -6.243 2.115 -0.760
H -6.235 1.149 2.148
H -6.699 0.181 0.714
H -2.357 0.438 0.415
H -3.175 -2.487 0.187
H -3.138 -1.562 1.689
H -0.813 -1.331 1.707
H -1.036 -3.005 1.140
H 0.683 0.070 -2.165
H 4.033 2.640 0.250
H 6.363 3.453 0.406
H 8.233 1.841 0.334
H 7.773 -0.571 0.080
H 1.211 -1.779 1.563
H -0.599 -1.577 -2.402
H -1.720 -2.647 -1.566
H -3.132 -0.844 -2.192
H -1.892 0.377 -1.880
*
```

=====

Formula: C2H84Cs2O44P
Source: the OMol25 dataset
Level of theory: ωB97M-V/def2-TZVPD

Frontier orbital gap: 8.05 eV
LUMO energy: 0.617 eV
Strongest force on any atom: 3.9 eV/A
Highest occupied orbital energy: -7.44 eV

The geometry in ORCA input format:
```
! RIJCOSX wB97M-V def2-TZVPD def2/J DEFGRID3
* xyz -1 1
Cs -2.890 4.918 -0.148
Cs -3.847 -1.247 1.109
P -0.540 0.229 0.151
O -1.059 -1.209 -0.327
O 0.819 0.057 1.050
O -1.652 1.067 0.904
O -0.162 1.003 -1.134
C 4.024 -5.499 -2.366
C 2.854 -4.614 -2.194
O 2.004 -4.400 -3.269
H 4.799 -5.278 -1.632
H 4.442 -5.197 -3.327
H 3.827 -6.564 -2.488
H 3.305 -3.666 -1.900
H 2.271 -5.095 -1.408
H 1.203 -3.935 -3.016
O -1.090 3.945 2.939
H -0.436 3.285 2.709
H -1.929 3.536 2.726
O -2.629 -0.723 -2.274
H -2.127 -0.109 -2.810
H -2.027 -0.982 -1.577
O 3.121 1.624 5.915
H 3.432 1.236 5.097
H 3.908 1.717 6.451
O -1.529 0.550 3.324
H -1.689 0.824 2.422
H -0.606 0.750 3.476
O -3.560 1.628 -0.835
H -2.783 1.597 -0.278
H -3.414 0.944 -1.489
O 2.081 4.363 -2.040
H 1.518 4.388 -1.266
H 1.823 3.563 -2.498
O 5.054 -1.190 0.082
H 5.267 -0.281 0.295
H 4.104 -1.246 0.189
O -3.418 -3.630 -1.080
H -2.604 -4.043 -0.794
H -3.139 -2.943 -1.686
O 2.840 -2.399 2.387
H 2.065 -1.882 2.607
H 2.922 -2.316 1.437
O 4.289 2.901 -3.284
H 3.705 2.394 -2.720
H 4.088 3.814 -3.078
O -0.987 -2.780 1.949
H -1.008 -3.649 1.548
H -0.653 -2.206 1.259
O -1.000 -5.514 -1.324
H -0.374 -6.205 -1.106
H -1.405 -5.805 -2.141
O 2.362 1.459 -2.187
H 2.692 0.565 -2.277
H 1.517 1.361 -1.749
O -0.159 -2.667 -5.306
H 0.356 -2.276 -4.599
H 0.407 -2.607 -6.076
O 0.847 3.454 5.338
H 1.423 2.766 5.671
H 0.573 3.140 4.476
O -2.215 4.505 -3.427
H -2.994 4.256 -3.923
H -1.862 5.261 -3.897
O -1.422 1.751 -3.321
H -1.683 2.669 -3.250
H -0.765 1.635 -2.634
O 0.308 -3.184 -1.459
H 0.036 -4.078 -1.251
H -0.281 -2.629 -0.948
O 2.256 -1.803 -0.012
H 1.586 -1.151 0.192
H 1.935 -2.236 -0.804
O 0.377 -0.954 -2.850
H 0.280 -0.187 -2.285
H 0.210 -1.699 -2.273
O 3.928 -0.946 -2.440
H 4.385 -0.755 -1.621
H 3.981 -1.897 -2.529
O 1.046 2.053 -5.049
H 1.304 2.079 -4.128
H 0.168 1.670 -5.041
O 0.858 -4.078 3.596
H 1.495 -3.644 3.029
H 0.032 -3.628 3.418
O -5.868 -1.837 -2.909
H -6.052 -2.571 -3.495
H -4.924 -1.884 -2.754
O 1.144 1.987 3.041
H 1.849 1.602 3.562
H 1.055 1.403 2.288
O -2.310 -3.837 -4.100
H -1.607 -3.440 -4.615
H -2.822 -3.094 -3.781
O 5.862 1.370 0.898
H 6.580 1.781 0.416
H 5.103 1.923 0.715
O 0.366 3.218 -0.177
H 0.383 2.936 0.737
H -0.030 2.484 -0.647
O -5.789 2.769 -0.296
H -4.975 2.338 -0.555
H -6.205 2.153 0.307
O 3.944 0.910 3.499
H 4.706 1.357 3.131
H 3.439 0.629 2.736
O 4.551 -1.649 4.387
H 3.930 -2.006 3.752
H 4.527 -0.703 4.240
O -3.266 2.683 2.108
H -3.415 2.130 2.875
H -2.631 2.198 1.581
O -5.754 2.977 3.338
H -5.244 3.202 2.561
H -6.586 2.652 2.993
O -2.307 0.112 -5.559
H -2.331 0.706 -6.310
H -2.239 0.690 -4.799
O 0.805 -1.148 3.508
H 0.130 -0.722 4.036
H 0.745 -0.721 2.653
O 3.131 1.254 0.541
H 2.971 1.904 -0.143
H 2.288 0.815 0.657
O -4.122 0.699 4.512
H -3.179 0.569 4.414
H -4.387 0.052 5.165
O -2.290 6.109 3.614
H -1.697 5.407 3.346
H -2.984 5.663 4.100
O -6.234 0.102 2.854
H -5.512 0.233 3.468
H -6.936 0.662 3.186
*
```

=====

Formula: C40H52BaF5N4O3Si2Te
Source: the OMol25 dataset
Level of theory: ωB97M-V/def2-TZVPD

Frontier orbital gap: 5.09 eV
LUMO energy: 1.783 eV
Energy relative to the best compared isomer or geometry (same formula, charge and spin): 19.4 kcal per mole
Strongest force on any atom: 0.6 eV/A
Highest occupied orbital energy: -3.31 eV

The geometry in ORCA input format:
```
! RIJCOSX wB97M-V def2-TZVPD def2/J DEFGRID3
* xyz -1 1
Ba -1.234 0.053 -1.000
O 2.295 5.081 -5.985
C 3.006 4.050 -5.320
C 2.090 3.314 -4.382
C 2.620 2.452 -3.432
C 1.755 1.744 -2.618
N 0.431 1.865 -2.685
C -0.083 2.714 -3.577
C 0.715 3.445 -4.454
C -1.569 2.844 -3.587
C -2.201 3.934 -4.175
C -3.584 4.010 -4.139
C -4.320 5.194 -4.702
O -3.492 5.886 -5.624
C -4.286 2.987 -3.521
C -3.578 1.945 -2.946
N -2.250 1.875 -2.976
H 2.867 5.465 -6.654
H 3.846 4.459 -4.748
H 3.413 3.333 -6.043
H 3.690 2.320 -3.328
H 2.124 1.036 -1.886
H 0.280 4.102 -5.191
H -1.638 4.729 -4.639
H -4.602 5.852 -3.871
H -5.241 4.849 -5.182
H -3.921 6.712 -5.859
H -5.368 2.997 -3.470
H -4.086 1.135 -2.431
C 0.392 -6.466 -2.515
C 0.987 -5.750 -1.302
C 2.356 -6.363 -0.979
C 0.034 -5.948 -0.114
C 1.154 -4.257 -1.552
C 0.794 -3.646 -2.738
C 0.899 -2.268 -2.854
N 1.329 -1.470 -1.885
C 1.686 -2.058 -0.733
C 1.631 -3.424 -0.539
C 2.064 -1.144 0.383
C 3.055 -1.485 1.291
C 3.343 -0.646 2.365
C 2.606 0.528 2.455
C 1.636 0.800 1.500
N 1.364 -0.009 0.483
C 4.411 -1.045 3.377
C 4.012 -2.380 4.020
C 4.572 -0.002 4.483
C 5.756 -1.205 2.655
H 0.298 -7.531 -2.294
H 1.028 -6.362 -3.398
H -0.602 -6.078 -2.743
H 2.246 -7.431 -0.774
H 2.807 -5.897 -0.101
H 3.046 -6.245 -1.818
H -0.128 -7.017 0.048
H -0.918 -5.458 -0.309
H 0.445 -5.522 0.804
H 0.360 -4.200 -3.556
H 0.574 -1.782 -3.767
H 1.875 -3.829 0.434
H 3.593 -2.413 1.149
H 2.752 1.236 3.258
H 1.019 1.691 1.567
H 3.051 -2.291 4.530
H 4.764 -2.684 4.751
H 3.923 -3.172 3.276
H 3.646 0.130 5.046
H 4.871 0.967 4.081
H 5.345 -0.329 5.181
H 5.705 -1.970 1.879
H 6.531 -1.497 3.368
H 6.056 -0.267 2.184
C -3.611 -1.619 2.719
Si -2.049 -0.697 3.118
C -0.879 -1.650 4.229
C -2.405 0.976 3.891
C -2.885 0.795 5.202
C -3.251 1.859 6.007
C -3.132 3.148 5.504
C -2.668 3.336 4.213
C -2.304 2.280 3.365
Si -1.733 2.747 1.551
C -0.482 4.166 1.998
C -3.261 3.810 1.022
H -4.337 -1.628 3.533
H -3.368 -2.648 2.441
H -4.061 -1.147 1.841
H -1.256 -1.793 5.242
H 0.071 -1.113 4.295
H -0.688 -2.630 3.786
H -2.983 -0.209 5.608
H -3.621 1.685 7.010
H -3.406 4.001 6.116
H -2.593 4.352 3.838
H -0.962 5.062 2.411
H 0.075 4.476 1.107
H 0.252 3.822 2.735
H -3.540 4.584 1.747
H -4.134 3.170 0.858
H -3.045 4.309 0.070
F -4.434 -3.150 -2.748
Te -2.989 -3.045 -1.392
F -1.378 -3.026 -0.072
F -1.234 -0.699 1.717
F -2.327 -4.766 -2.046
F -3.503 -0.885 -0.614
O -1.925 -2.067 -2.475
*
```

=====

Formula: C2H8OS2
Source: the OMol25 dataset
Level of theory: ωB97M-V/def2-TZVPD

SMILES: SCCS.O
Frontier orbital gap: 9.96 eV
LUMO energy: 0.514 eV
Energy relative to the best compared isomer or geometry (same formula, charge and spin): 15.7 kcal per mole
Strongest force on any atom: 1.2 eV/A
Highest occupied orbital energy: -9.44 eV

The geometry in ORCA input format:
```
! RIJCOSX wB97M-V def2-TZVPD def2/J DEFGRID3
* xyz 0 1
S 3.396 1.423 0.409
C 1.671 0.822 0.650
C 1.064 0.319 -0.672
S -0.756 0.091 -0.617
H 3.833 0.147 0.355
H 1.634 0.068 1.459
H 1.000 1.655 0.935
H 1.529 0.976 -1.432
H 1.396 -0.717 -0.875
H -1.143 1.268 -0.080
O -4.642 -2.353 0.152
H -5.208 -1.569 -0.028
H -3.774 -2.131 -0.256
*
```

=====

Formula: C4H8O2
Source: the OMol25 dataset
Level of theory: ωB97M-V/def2-TZVPD

SMILES: O=C=CCO.C
Frontier orbital gap: 9.96 eV
LUMO energy: 0.727 eV
Energy relative to the best compared isomer or geometry (same formula, charge and spin): 58.4 kcal per mole
Strongest force on any atom: 1.0 eV/A
Highest occupied orbital energy: -9.23 eV

The geometry in ORCA input format:
```
! RIJCOSX wB97M-V def2-TZVPD def2/J DEFGRID3
* xyz 0 1
O 0.945 1.241 0.928
C 0.284 0.569 0.240
C -0.623 -0.157 -0.385
C -2.003 0.047 0.158
O -2.748 0.968 -0.608
H -0.432 -0.719 -1.291
H -1.911 0.366 1.208
H -2.550 -0.898 0.148
H -2.207 1.767 -0.662
C 2.270 -0.627 -0.787
H 3.034 -0.735 -0.023
H 2.401 -1.288 -1.635
H 2.278 0.409 -1.140
H 1.339 -0.950 -0.321
*
```

=====

Formula: C4H3BrO
Source: the OMol25 dataset
Level of theory: ωB97M-V/def2-TZVPD

SMILES: O=C1CC=C1Br
Frontier orbital gap: 9.56 eV
LUMO energy: -0.674 eV
Energy relative to the best compared isomer or geometry (same formula, charge and spin): 34.3 kcal per mole
Strongest force on any atom: 3.4 eV/A
Highest occupied orbital energy: -10.23 eV

The geometry in ORCA input format:
```
! RIJCOSX wB97M-V def2-TZVPD def2/J DEFGRID3
* xyz 0 1
O 0.107 -2.303 0.039
C 0.069 -1.129 -0.112
C -1.114 -0.078 0.011
C 0.024 0.954 0.018
C 1.018 0.064 -0.107
Br 3.196 0.696 -0.001
H -1.766 -0.408 0.844
H -1.651 0.162 -0.980
H 0.117 2.041 0.288
*
```

=====

Formula: C3H3NOS
Source: the OMol25 dataset
Level of theory: ωB97M-V/def2-TZVPD

Frontier orbital gap: 6.98 eV
LUMO energy: -0.653 eV
Energy relative to the best compared isomer or geometry (same formula, charge and spin): 116.2 kcal per mole
Strongest force on any atom: 5.9 eV/A
Highest occupied orbital energy: -7.64 eV

The geometry in ORCA input format:
```
! RIJCOSX wB97M-V def2-TZVPD def2/J DEFGRID3
* xyz 0 1
C 2.520 -0.057 -0.136
C 1.444 0.556 -0.039
C 0.126 0.845 0.173
N -0.976 -0.934 -0.018
O -0.649 1.699 0.302
S -2.484 -0.314 -0.172
H 3.342 -0.551 -0.464
H -0.545 -1.449 -0.823
H -2.778 0.206 1.178
*
```